# 1
{"formula": "C14H18ClFN2O", "method": "wB97M-V/def2-TZVPD", "species": ["O", "C", "N", "C", "C", "C", "C", "C", "C", "F", "H", "Cl", "H", "H", "H", "C", "N", "C", "C", "C", "C", "C", "H", "C", "H", "H", "H", "H", "H", "H", "H", "H", "H", "H", "H", "H", "H"], "coordinates": [[-0.996699, -2.447666, 0.474949], [-1.221845, -1.653857, -0.410771], [-0.297044, -0.774614, -0.903158], [1.002945, -0.545912, -0.464036], [1.613017, -1.239862, 0.578270], [2.908739, -0.943944, 0.958939], [3.618717, 0.050465, 0.304900], [3.040518, 0.761149, -0.737023], [1.748721, 0.451023, -1.099418], [1.167223, 1.138660, -2.114125], [3.575176, 1.538408, -1.257762], [5.235883, 0.416343, 0.781357], [3.368208, -1.489351, 1.767278], [1.058897, -2.013366, 1.083405], [-0.591385, -0.177632, -1.665380], [-2.584000, -1.534573, -1.107114], [-3.423646, -0.416955, -0.748005], [-3.053898, 0.900409, -1.206493], [-2.230266, 1.787296, -0.254089], [-3.063081, 2.307616, 0.917327], [-3.134717, 1.351554, 2.113485], [-3.188076, -0.136709, 1.756057], [-3.564138, -0.680420, 2.624686], [-4.069534, -0.475677, 0.542936], [-4.926597, 0.203512, 0.510825], [-4.454238, -1.492428, 0.658288], [-2.181305, -0.509204, 1.568987], [-4.018111, 1.611101, 2.701344], [-2.264067, 1.510970, 2.754261], [-4.071653, 2.522243, 0.556749], [-2.643252, 3.253943, 1.265894], [-1.358656, 1.256107, 0.127277], [-1.869676, 2.637638, -0.837980], [-3.988321, 1.435680, -1.424458], [-2.524701, 0.790513, -2.157854], [-3.135551, -2.449184, -0.870757], [-2.420272, -1.501238, -2.190487]], "atomic_forces_ev_per_a": [[0.024, -0.170, 0.209], [-0.231, 0.014, -0.320], [-0.036, 0.270, -0.479], [0.335, 0.116, 0.102], [-0.109, -0.022, -0.032], [0.203, 0.191, -0.083], [-0.332, -0.116, -0.058], [-0.130, -0.071, 0.004], [0.029, -0.153, 0.191], [-0.014, -0.112, 0.108], [0.047, 0.078, -0.056], [0.226, 0.055, 0.064], [0.062, -0.038, 0.070], [-0.003, -0.002, -0.007], [-0.008, -0.154, 0.162], [-0.199, -0.062, 0.046], [0.089, -0.081, -0.160], [0.063, 0.116, 0.019], [-0.258, 0.104, -0.047], [0.177, -0.046, 0.101], [-0.021, -0.021, -0.070], [-0.139, 0.124, -0.034], [0.070, -0.078, 0.022], [0.071, -0.155, 0.220], [-0.112, -0.026, 0.035], [-0.070, 0.052, 0.006], [-0.020, -0.060, 0.086], [0.035, 0.018, 0.091], [-0.046, 0.046, 0.061], [-0.029, 0.081, -0.018], [-0.097, 0.036, -0.026], [0.108, 0.013, -0.058], [0.062, -0.001, -0.021], [0.111, 0.087, -0.066], [-0.052, -0.006, -0.051], [0.176, 0.020, -0.046], [0.018, -0.042, 0.034]], "energy_ha": -1289.09736, "e_lumo_ev": 0.730, "homo_ev": -8.30}


# 2
{"formula": "C14H18CrIN3", "method": "wB97M-V/def2-TZVPD", "species": ["C", "C", "H", "H", "H", "H", "H", "H", "Cr", "C", "H", "H", "H", "I", "C", "C", "C", "C", "C", "C", "N", "N", "C", "C", "C", "C", "C", "N", "H", "H", "H", "H", "H", "H", "H", "H", "H"], "coordinates": [[0.128095, -1.713412, -2.554497], [1.319005, 0.945703, -3.061113], [0.969092, -2.372941, -2.826650], [-0.304091, -1.202596, -3.467266], [-0.579132, -2.185725, -1.888574], [2.145205, 1.458989, -2.626508], [1.600208, -0.003114, -3.633173], [0.523335, 1.576977, -3.504046], [0.463703, -0.017823, -1.722316], [-1.492689, 0.300348, -1.996265], [-1.657646, 1.312656, -2.419578], [-2.042502, 0.246556, -1.031064], [-1.980222, -0.424088, -2.686408], [2.476596, -1.023905, -0.685903], [-1.458541, -3.382489, 3.323576], [-1.765850, -2.044030, 3.603489], [-1.453802, -1.037888, 2.686957], [-0.842639, -1.371340, 1.442324], [-0.580914, -2.727018, 1.162157], [-0.866313, -3.714642, 2.100016], [-0.452544, -0.405973, 0.467101], [-0.723646, 0.791412, 0.964144], [0.098861, 1.827107, 0.543125], [0.205648, 2.930847, 1.430408], [1.247149, 3.817510, 1.254130], [2.132970, 3.591218, 0.197186], [1.912823, 2.539593, -0.680962], [0.825015, 1.726298, -0.612756], [-1.681772, -4.171047, 4.043369], [-2.250191, -1.794740, 4.552804], [-1.683177, 0.011807, 2.896486], [-0.129765, -2.927320, 0.188793], [-0.622113, -4.754347, 1.853247], [-0.529152, 2.946131, 2.231744], [1.375955, 4.666137, 1.912821], [2.997843, 4.212048, 0.002637], [2.675195, 2.373104, -1.459428]], "atomic_forces_ev_per_a": [[0.958, -2.659, -2.483], [-0.081, -1.218, -2.423], [-0.664, -0.010, -0.066], [0.495, -0.817, 0.941], [-0.236, -0.125, 0.016], [0.370, 0.128, -0.653], [-0.044, 1.754, -0.107], [0.734, -0.308, -0.210], [-1.890, 3.420, 4.087], [-1.905, 0.241, -0.214], [0.245, -0.327, 0.212], [0.413, 0.118, -0.776], [0.287, 0.548, 0.414], [1.183, -1.251, 0.446], [0.083, 0.025, -0.254], [0.174, -0.089, -0.310], [0.069, -0.094, -0.318], [-0.381, -0.535, -0.016], [-0.037, 0.695, 0.011], [0.013, -0.069, -0.148], [-0.269, 0.747, 1.184], [1.489, 1.137, -0.161], [-1.382, -1.339, -0.134], [0.284, 0.060, -0.448], [-1.002, -0.247, 0.234], [0.299, -0.767, -1.034], [0.241, 1.003, 0.369], [0.752, -0.145, 1.080], [0.042, 0.268, -0.165], [0.206, -0.006, -0.376], [0.144, -0.594, -0.056], [-0.060, -0.284, 0.357], [-0.157, 0.399, 0.213], [0.338, 0.193, -0.059], [0.023, -0.056, 0.056], [-0.040, 0.017, 0.233], [-0.691, 0.187, 0.561]], "energy_ha": -2050.44056, "e_lumo_ev": [-1.553, -3.529], "homo_ev": [-6.41, -8.06], "multiplicity": 5}


# 3
{"formula": "C14H18F2N2O2", "method": "wB97M-V/def2-TZVPD", "species": ["O", "C", "N", "C", "C", "H", "H", "C", "N", "C", "C", "H", "O", "C", "C", "H", "H", "H", "H", "H", "H", "H", "H", "H", "H", "H", "H", "C", "C", "C", "C", "C", "C", "F", "H", "H", "H", "F"], "coordinates": [[0.914791, -3.548108, -0.138926], [0.620790, -2.735026, 0.707068], [-0.411529, -1.872384, 0.605018], [-1.250608, -1.816922, -0.570237], [-0.923878, -0.613423, -1.456853], [-1.530547, -0.666761, -2.361080], [0.126270, -0.673444, -1.743594], [-1.217440, 0.716211, -0.759798], [-1.279230, 1.813805, -1.708217], [-1.910956, 2.993837, -1.141698], [-2.039121, 4.062983, -2.226507], [-2.466642, 4.979605, -1.816493], [-0.782427, 4.411955, -2.754661], [-0.145591, 3.274963, -3.287470], [0.025697, 2.180904, -2.233967], [0.485825, 1.309244, -2.699014], [0.690249, 2.550218, -1.431372], [0.825291, 3.610709, -3.655484], [-0.737547, 2.874760, -4.124286], [-2.688151, 3.680967, -3.028842], [-2.905953, 2.725488, -0.779744], [-1.324629, 3.403500, -0.299005], [-2.200241, 0.649906, -0.282690], [-0.467279, 0.908499, 0.029543], [-2.298266, -1.786800, -0.257152], [-1.066648, -2.739685, -1.125247], [-0.599315, -1.216906, 1.345671], [1.386166, -2.616484, 2.001167], [2.775805, -2.528137, 2.005815], [3.512286, -2.501527, 3.177560], [2.853736, -2.580084, 4.391687], [1.472823, -2.667063, 4.433294], [0.766754, -2.680192, 3.244839], [-0.579289, -2.756894, 3.299689], [0.937961, -2.727653, 5.367311], [3.417985, -2.570731, 5.310654], [4.586224, -2.425416, 3.122503], [3.426631, -2.423912, 0.840520]], "atomic_forces_ev_per_a": [[0.153, -0.187, -0.229], [-0.012, 0.200, 0.437], [-0.243, 0.281, -0.016], [0.115, 0.009, -0.401], [-0.123, -0.030, 0.338], [-0.013, 0.020, -0.063], [0.027, -0.049, -0.070], [0.015, -0.174, -0.263], [-0.029, 0.097, 0.101], [-0.014, 0.227, -0.247], [-0.247, -0.094, 0.313], [-0.040, -0.083, -0.027], [0.098, 0.136, 0.041], [0.243, -0.298, 0.015], [-0.069, 0.206, -0.254], [0.073, 0.017, -0.001], [-0.004, -0.053, -0.033], [-0.051, -0.082, -0.018], [0.078, 0.020, 0.036], [0.011, 0.046, 0.073], [0.011, 0.027, 0.031], [-0.055, -0.016, -0.011], [0.020, 0.003, 0.053], [-0.082, 0.014, 0.014], [0.027, -0.041, -0.048], [-0.142, 0.092, 0.098], [0.167, -0.153, 0.057], [0.039, -0.171, -0.015], [-0.075, 0.066, 0.271], [0.056, -0.023, -0.234], [-0.142, -0.004, -0.160], [-0.192, -0.016, -0.002], [0.303, 0.078, 0.011], [0.105, -0.036, 0.018], [-0.076, -0.013, 0.077], [0.051, 0.008, 0.082], [0.101, 0.017, -0.038], [-0.088, -0.043, 0.066]], "energy_ha": -1003.99662, "e_lumo_ev": 0.687, "relative_energy_kcal_mol": 0.0, "homo_ev": -8.88}